[1]
Computed, not measured: C4H8O3 in the gas phase, with ωB97M-V with the def2-TZVPD basis set.

Geometry as ORCA input:
```
! RIJCOSX wB97M-V def2-TZVPD def2/J DEFGRID3
* xyz 0 1
C 0.8929 1.4036 1.1923
C 0.5083 0.0169 0.6708
O -0.6286 -0.4978 1.3325
C 0.3218 0.0560 -0.8412
O 0.0386 -1.2514 -1.3647
C -1.2423 -1.6146 -1.3965
O -2.1814 -0.9479 -1.0347
H 1.5942 1.9134 0.5203
H 1.3627 1.3243 2.1766
H -0.0028 2.0254 1.2963
H 1.3170 -0.6923 0.8855
H -1.4188 -0.2214 0.8439
H 1.2477 0.3668 -1.3302
H -0.4849 0.7414 -1.1247
H -1.3243 -2.6224 -1.8261
*
```

Its total energy is -382.93048 Eh. As for the maximum force: 0.010 Eh/bohr. As for the SMILES: C[C@@H](O)COC=O. The value obtained for the relative energy (zero: lowest compared OMol25 entry of this formula, charge and spin) is 21.5 kcal per mole. The value obtained for the HOMO-LUMO gap is 11.27 eV.

Results of the Löwdin charge analysis, in e, for atoms 1 through 4: -0.042 -0.423 -0.027 -0.131

=====

[2]
Computed, not measured: C4H8O3 in the gas phase, with ωB97M-V with the def2-TZVPD basis set.

Geometry as ORCA input:
```
! RIJCOSX wB97M-V def2-TZVPD def2/J DEFGRID3
* xyz 0 1
C 1.6401 -1.0629 -0.6872
C 0.6510 -0.3356 0.2215
O 1.2612 0.8750 0.6145
C -0.6183 -0.0692 -0.6129
O -1.8829 -0.0270 0.0857
C -2.0909 0.9805 0.9186
O -1.2801 1.8148 1.2503
H 1.8573 -0.4112 -1.5414
H 1.2532 -2.0121 -1.0779
H 2.5775 -1.2556 -0.1622
H 0.4413 -0.9034 1.1412
H 0.5606 1.3884 1.0511
H -0.7907 -0.8345 -1.3732
H -0.4525 0.8922 -1.1095
H -3.1269 0.9607 1.2814
*
```

Its total energy is -382.92975 Eh. As for the maximum force: 0.010 Eh/bohr. As for the SMILES: C[C@@H](O)COC=O. The value obtained for the relative energy (zero: lowest compared OMol25 entry of this formula, charge and spin) is 22.0 kcal per mole. The value obtained for the HOMO-LUMO gap is 11.08 eV.

Results of the Löwdin charge analysis, in e, for atoms 1 through 4: -0.050 -0.421 -0.049 -0.108

=====

[3]
Computed, not measured: 2 unconnected molecules or ions with the total composition C4H8O3 in a non-equilibrium geometry, with ωB97M-V with the def2-TZVPD basis set.

Geometry as ORCA input:
```
! RIJCOSX wB97M-V def2-TZVPD def2/J DEFGRID3
* xyz 0 1
C -2.3066 -0.1484 0.1350
O -1.0489 0.5548 0.3158
C -0.3238 1.1169 -1.3968
O -1.0748 0.7247 -2.1739
C 0.2990 -0.1694 0.5750
C 1.7476 0.1063 -0.0633
O 2.6205 -0.6556 0.7793
H -2.2402 -0.9679 -0.5902
H -2.6775 -0.5181 1.0958
H -3.0744 0.5463 -0.2601
H 0.4357 0.0764 1.6178
H 0.1068 -1.2254 0.4011
H 1.8495 -0.2505 -1.0985
H 2.0312 1.1637 -0.0396
H 3.5365 -0.3730 0.6269
*
```

Its total energy is -382.81817 Eh. As for the maximum force: 0.052 Eh/bohr. The value obtained for the relative energy (zero: lowest compared OMol25 entry of this formula, charge and spin) is 92.0 kcal per mole. The value obtained for the HOMO-LUMO gap is 10.46 eV.

Results of the Löwdin charge analysis, in e, for atoms 1 through 4: -0.086 -0.314 -0.027 0.056

=====

[4]
Computed, not measured: C4H8O3 in the gas phase, with ωB97M-V with the def2-TZVPD basis set.

Geometry as ORCA input:
```
! RIJCOSX wB97M-V def2-TZVPD def2/J DEFGRID3
* xyz 0 1
C -2.3047 0.2289 0.2301
C -1.2185 -0.6175 -0.3993
O -0.1701 0.2548 -0.8585
C 1.0635 -0.2246 -0.5951
O 1.4608 -1.3178 -0.9035
C 1.8605 0.7429 0.2493
O 2.8981 0.0977 0.9246
H -1.8689 0.9408 0.9383
H -2.8843 0.7946 -0.5045
H -2.9842 -0.4285 0.7791
H -1.5823 -1.2377 -1.2218
H -0.7740 -1.2867 0.3445
H 2.2124 1.5796 -0.3714
H 1.1586 1.1615 0.9783
H 3.1331 -0.6880 0.4100
*
```

Its total energy is -382.92011 Eh. As for the maximum force: 0.007 Eh/bohr. As for the SMILES: CCOC(=O)CO. The value obtained for the relative energy (zero: lowest compared OMol25 entry of this formula, charge and spin) is 28.1 kcal per mole. The value obtained for the HOMO-LUMO gap is 11.36 eV.

Results of the Löwdin charge analysis, in e, for atoms 1 through 4: -0.066 -0.220 -0.024 -0.473

=====

[5]
Computed, not measured: C4H8O3 in the gas phase, with ωB97M-V with the def2-TZVPD basis set.

Geometry as ORCA input:
```
! RIJCOSX wB97M-V def2-TZVPD def2/J DEFGRID3
* xyz 0 1
C -2.4662 0.0584 0.2774
C -1.2960 -0.6337 -0.3900
O -0.1804 0.2806 -0.3822
C 1.0197 -0.2031 -0.0696
O 1.2727 -1.3610 0.1843
C 2.0823 0.8767 -0.0395
O 3.3298 0.3234 0.2538
H -2.2254 0.3018 1.3163
H -2.7251 0.9864 -0.2411
H -3.3412 -0.5985 0.2730
H -1.5075 -0.8749 -1.4373
H -1.0052 -1.5485 0.1311
H 2.0939 1.3870 -1.0117
H 1.7826 1.6240 0.7096
H 3.1662 -0.6186 0.4259
*
```

Its total energy is -382.93681 Eh. As for the maximum force: 0.009 Eh/bohr. As for the SMILES: CCOC(=O)CO. The value obtained for the relative energy (zero: lowest compared OMol25 entry of this formula, charge and spin) is 17.6 kcal per mole. The value obtained for the HOMO-LUMO gap is 11.35 eV.

Results of the Löwdin charge analysis, in e, for atoms 1 through 4: -0.068 -0.206 0.004 -0.463

=====

[6]
Computed, not measured: C4H8O3S in the gas phase in a non-equilibrium geometry, with ωB97M-V with the def2-TZVPD basis set.

Geometry as ORCA input:
```
! RIJCOSX wB97M-V def2-TZVPD def2/J DEFGRID3
* xyz 0 1
C 2.0456 0.4949 -0.6434
S 0.8164 0.2977 0.7049
O 1.2519 -0.8291 1.4893
O 0.6823 1.5848 1.3826
C -0.7257 0.0401 -0.1921
O -0.8281 1.1026 -1.0970
C -1.2314 -1.3360 -0.4011
C -1.7999 -0.4206 0.6924
H 3.0984 0.6648 -0.1344
H 2.3087 -0.4768 -1.0527
H 1.7248 1.3049 -1.4345
H -0.5985 1.8308 -0.3752
H -0.5356 -2.0766 -0.1301
H -1.9272 -1.5938 -1.1400
H -2.8970 0.0008 0.6266
H -1.3847 -0.5885 1.7049
*
```

Its total energy is -781.02501 Eh. As for the maximum force: 0.065 Eh/bohr. As for the SMILES: CS(=O)(=O)C1(O)CC1. The value obtained for the relative energy (zero: lowest compared OMol25 entry of this formula, charge and spin) is 67.9 kcal per mole. The value obtained for the HOMO-LUMO gap is 11.12 eV.

Results of the Löwdin charge analysis, in e, for atoms 1 through 4: -0.144 0.675 -0.308 -0.320

=====

[7]
Computed, not measured: a molecular structure, C4H8O3Y in a non-equilibrium geometry, with ωB97M-V with the def2-TZVPD basis set.

Geometry as ORCA input:
```
! RIJCOSX wB97M-V def2-TZVPD def2/J DEFGRID3
* xyz 2 2
O -2.2004 1.2275 -0.0740
C -1.3067 0.3211 -0.0459
Y 2.1712 0.1122 -0.3300
O -0.1805 0.4559 -0.4849
C -3.6260 0.8638 0.0144
H -3.9927 1.4312 0.8767
H -4.0588 1.1852 -0.9392
C -3.7318 -0.6329 0.2118
H -3.7035 -0.9947 -0.8306
H -2.7746 -1.4764 0.2995
O 4.2475 0.3219 -0.1497
C 5.4355 -0.3744 0.0006
H 5.4685 -0.9508 0.9467
H 5.6134 -1.0936 -0.8227
H 6.3002 0.3158 0.0167
H -3.6613 -0.7117 1.3106
*
```

Its total energy is -420.42634 Eh. As for the maximum force: 0.106 Eh/bohr. The value obtained for the relative energy (zero: lowest compared OMol25 entry of this formula, charge and spin) is 72.6 kcal per mole. Its expectation value of S² is 0.7549. The value obtained for the HOMO-LUMO gap (alpha / beta) is 5.90 / 6.01 eV.

Results of the Löwdin charge analysis, in e, for atoms 1 through 4: 0.052 -0.235 2.125 -0.103

=====

[8]
Computed, not measured: 2 unconnected molecules or ions with the total composition C4H8O4 in a non-equilibrium geometry, with ωB97M-V with the def2-TZVPD basis set.

Geometry as ORCA input:
```
! RIJCOSX wB97M-V def2-TZVPD def2/J DEFGRID3
* xyz 0 1
C 1.5742 2.6161 -2.2055
C 0.8981 1.5847 -1.3510
O 0.2708 0.6386 -1.9068
O 1.1911 1.8197 -0.0634
H 1.3803 2.6017 -3.3081
H 1.3197 3.6048 -1.8651
H 2.6195 2.4244 -1.9090
H 0.9827 0.9791 0.4017
C -1.4926 -2.5399 2.3710
C -0.8738 -1.5975 1.3676
O -0.0849 -0.6571 1.5953
O -1.4864 -1.8375 0.1548
H -1.3685 -2.3466 3.4161
H -2.6053 -2.6951 2.1771
H -0.9934 -3.5035 2.2482
H -1.0948 -1.1550 -0.4937
*
```

Its total energy is -458.19683 Eh. As for the maximum force: 0.081 Eh/bohr. As for the SMILES: CC(=O)O.CC(=O)O. The value obtained for the relative energy (zero: lowest compared OMol25 entry of this formula, charge and spin) is 22.8 kcal per mole. The value obtained for the HOMO-LUMO gap is 11.14 eV.

Results of the Löwdin charge analysis, in e, for atoms 1 through 4: -0.007 -0.533 0.030 0.104